Entry from OMol25: a molecular structure, CH2CoF at a distorted geometry (wB97M-V/def2-TZVPD).

```
5
CH2CoF | OMol25 | wB97M-V/def2-TZVPD
Co 1.014 0.755 0.666
F -1.133 0.249 -0.454
C -0.327 -0.833 -0.090
H -0.981 -1.504 0.494
H 1.057 -0.961 -0.713
```

Summary:
Total charge: +1
Frontier orbital gap (spin up / spin down), hartree: 0.3058 / 0.3116
Spin multiplicity: 4
Calculated total energy, eV: -41400.392
HOMO energy (spin up / spin down), eV: -14.698 / -15.512